Record 1
C3H7NO2S | the ωB97M-V functional and the def2-TZVPD basis

XYZ file:
```
14
Properties=species:S:1:pos:R:3:forces:R:3:nbo_charge:R:1
C -1.44785 -0.81643 -0.18012 3.6 1.2 0.0 0.78
C -2.50744 0.20452 -0.15515 0.6 2.3 -0.3 -0.77
C 2.79560 -0.40472 0.56099 -1.7 -4.4 -0.6 -0.70
N 0.29206 0.13729 -0.09788 -2.7 -2.0 0.0 -0.48
O -1.35108 -1.97272 -0.21305 -0.5 -0.2 0.1 -0.46
O -0.01477 1.36565 -0.75216 0.7 -1.2 -2.0 -0.60
S 1.60232 -0.75421 -0.80211 -0.6 1.0 0.7 0.35
H -2.74738 0.44297 -1.20440 0.3 -0.1 0.1 0.28
H -3.44722 -0.21432 0.22409 0.4 0.4 0.6 0.26
H -2.05514 1.24287 0.24868 -1.6 -2.8 -0.5 0.27
H 2.57017 0.50919 0.89867 -0.8 3.3 1.6 0.22
H 3.75346 -0.43645 0.20578 2.5 0.1 -1.2 0.21
H 2.72726 -1.23051 1.29997 -0.2 0.8 -0.1 0.21
H -0.16999 1.92686 -0.03330 0.0 1.5 1.7 0.45
```
Forces are in eV/Å.

largest force on an atom = 4.782 eV/A
electronic energy = -19640.6217 eV
LUMO = 0.7 eV
total charge = 0
gap between HOMO and LUMO = 9.097 eV
HOMO = -8.44 eV


Record 2
C3H7NO2S | the ωB97M-V functional and the def2-TZVPD basis

XYZ file:
```
14
Properties=species:S:1:pos:R:3:forces:R:3:nbo_charge:R:1
C 1.05066 -0.11926 -0.88186 -2.0 -0.1 -1.7 0.11
C 0.60634 -1.28951 -0.04034 1.9 0.5 0.1 -0.68
C -1.40536 0.82419 0.79410 -1.3 -1.7 -0.1 -0.21
N 2.20637 0.35551 -0.81011 0.8 0.2 0.6 -0.62
O -1.87262 -1.82633 0.44453 -1.0 -0.2 0.1 -0.98
O -0.50269 1.78857 1.04525 1.2 1.5 0.7 -0.71
S -0.86767 -1.00292 1.14346 1.4 0.2 -0.9 1.18
H 0.31807 0.19868 -1.71841 0.8 -0.3 1.3 0.15
H -1.84653 0.76956 -0.25543 0.3 0.2 1.3 0.19
H 0.19504 -2.03820 -0.77308 0.3 0.4 1.1 0.27
H 1.63401 -1.59015 0.44584 -2.4 0.1 -0.4 0.26
H -2.16095 0.93212 1.64479 0.5 -0.3 -1.6 0.21
H 2.39237 1.07373 -1.50032 -0.1 0.1 -0.2 0.35
H 0.25297 1.92402 0.46157 -0.3 -0.6 -0.3 0.50
```
Forces are in eV/Å.

largest force on an atom = 2.653 eV/A
electronic energy = -19642.1379 eV
LUMO = 0.6 eV
total charge = 0
gap between HOMO and LUMO = 9.541 eV
HOMO = -8.99 eV


Record 3
C3H7NO2S2 | the ωB97M-V functional and the def2-TZVPD basis

XYZ file:
```
15
Properties=species:S:1:pos:R:3:forces:R:3:nbo_charge:R:1
C -0.35065 0.47217 0.53966 -3.8 -0.7 2.3 -0.25
C -0.74332 0.52683 -0.89885 -3.0 3.2 -1.4 -0.69
C 1.03438 -1.20785 -0.08256 1.5 1.6 0.4 -0.38
N 0.92794 0.00914 0.75579 2.0 -2.7 -0.8 -0.58
O 1.20724 2.00589 -2.43737 -0.7 1.9 0.3 -0.90
O -0.71685 -2.22136 -2.09641 2.9 5.2 1.3 -0.81
S 1.60482 0.62087 -2.68141 1.2 -2.0 -0.8 0.62
S 0.17248 -0.75975 -1.66792 -2.4 -5.0 -1.2 1.11
H -0.53234 1.33029 1.16081 -0.1 1.0 -0.4 0.23
H -1.12270 -0.25493 0.97699 1.3 0.5 -0.2 0.19
H -1.92526 0.43283 -0.94793 2.6 -0.2 -0.5 0.29
H -0.46832 1.57404 -1.40459 -0.4 -2.4 0.9 0.31
H 2.07737 -1.52858 -0.17743 -0.2 0.4 -0.6 0.25
H 0.52327 -2.07828 0.22875 -1.1 -0.6 0.8 0.24
H 1.60605 0.69846 0.45411 0.3 -0.1 0.0 0.38
```
Forces are in eV/Å.

largest force on an atom = 6.091 eV/A
electronic energy = -30474.8794 eV
LUMO = -0.9 eV
total charge = 0
gap between HOMO and LUMO = 7.232 eV
HOMO = -8.14 eV


Table of relative energy (zero: lowest compared OMol25 entry of this formula, charge and spin) (kJ/mol), in record order: 480.7; 334.4; 549.0